Molecular formula: C48H50F8Ga
Method: DFT, ωB97M-V/def2-TZVPD

Kohn-Sham gap	6.11	eV
energy	-4582.61815	Eh
M	848.635	g/mol
net charge	-1

The geometry in XYZ format:
```
107
Properties=species:S:1:pos:R:3:forces:R:3
C -1.2836 -0.3545 -3.5051 -0.1 -0.5 0.1
C -0.2516 -0.9691 -4.6210 -0.2 0.5 -0.7
C 1.0262 0.0183 -4.9650 0.4 -1.1 -0.8
C 2.4077 -0.3684 -4.1624 0.1 0.9 -0.8
Ga 2.4202 0.6301 -2.3047 0.3 -0.1 -0.6
C 2.2520 2.6686 -2.8095 0.7 0.1 0.3
C 2.6468 3.6741 -1.5765 -1.2 1.5 -1.5
F 4.1077 3.6820 -1.2372 -2.8 -0.3 -0.5
H -1.7302 0.6723 -3.8811 1.0 -2.1 0.7
H -2.1830 -1.1126 -3.3640 1.7 1.6 -0.2
H -0.7839 -0.1872 -2.4490 -0.8 -0.3 -2.3
H -0.8698 -1.0757 -5.6350 1.2 0.1 2.1
H 0.1461 -2.0611 -4.3648 -0.9 2.4 -0.3
H 0.7441 1.1470 -4.8009 0.5 -2.2 -0.2
H 1.2461 -0.1330 -6.1273 -0.6 0.5 2.2
H 3.2956 0.1476 -4.7701 -1.7 -1.3 1.1
H 2.6088 -1.5158 -4.0512 -0.5 2.0 -0.6
H 3.7685 0.3242 -1.4700 0.1 0.1 -0.1
H 1.1965 0.0959 -1.4273 -0.3 0.1 0.2
H 3.0095 2.8054 -3.7190 -1.8 0.2 1.8
H 1.1219 2.8003 -3.1374 2.4 0.3 0.7
H 2.4157 4.7807 -1.9600 0.9 -2.2 1.1
H 1.9556 3.5403 -0.6175 2.0 -0.1 -1.8
F -4.4439 -2.2775 -2.0596 0.0 0.1 0.1
C -4.3916 -3.5557 -2.4571 0.1 -0.9 -0.3
C -4.9321 -4.5472 -1.6457 0.0 0.0 0.0
C -4.8824 -5.8777 -2.0615 0.2 0.2 -0.4
C -4.2825 -6.2032 -3.2805 -0.2 0.0 0.1
C -3.7383 -5.2014 -4.0856 -0.2 0.0 0.4
C -3.7981 -3.8700 -3.6746 0.0 0.1 0.0
H -5.3866 -4.2764 -0.6983 0.1 0.0 -0.1
H -5.3090 -6.6595 -1.4380 0.1 0.2 -0.1
H -4.2400 -7.2416 -3.6024 -0.1 0.4 0.1
H -3.2682 -5.4576 -5.0319 -0.1 0.1 0.2
H -3.3881 -3.0777 -4.2921 0.0 0.0 0.1
F 0.8947 6.5368 -2.1247 -0.1 0.1 0.0
C 1.4175 7.6710 -2.6093 0.4 0.7 -0.3
C 1.8768 8.6438 -1.7282 0.0 0.0 0.0
C 2.4259 9.8228 -2.2323 -0.2 -0.1 -0.4
C 2.4996 10.0206 -3.6133 0.0 -0.1 0.0
C 2.0312 9.0403 -4.4895 0.0 0.0 0.4
C 1.4925 7.8569 -3.9852 -0.1 0.0 0.0
H 1.8037 8.4762 -0.6586 0.0 0.0 -0.1
H 2.7950 10.5862 -1.5519 -0.2 -0.3 -0.3
H 2.9238 10.9422 -4.0061 -0.1 -0.2 0.1
H 2.0858 9.1982 -5.5639 0.0 -0.1 0.2
H 1.1319 7.0807 -4.6520 0.0 0.0 0.1
F 4.1620 10.9505 -0.0420 -0.1 0.3 0.1
C 5.1364 10.2365 0.5371 1.0 -0.8 0.6
C 6.3750 10.8267 0.7636 -0.1 0.1 0.0
C 7.3882 10.0852 1.3712 -0.4 -0.3 0.0
C 7.1547 8.7570 1.7360 0.0 0.0 0.0
C 5.9097 8.1720 1.4998 0.1 0.4 -0.1
C 4.8933 8.9171 0.9025 -0.1 0.1 0.0
H 6.5407 11.8569 0.4659 -0.1 -0.1 0.0
H 8.3576 10.5398 1.5597 -0.2 -0.1 0.0
H 7.9466 8.1777 2.2058 -0.2 0.1 -0.1
H 5.7315 7.1368 1.7809 0.0 0.2 -0.1
H 3.9169 8.4809 0.7197 0.1 0.0 0.0
F 9.6041 8.8198 3.8102 0.1 0.1 -0.2
C 9.2835 8.2055 4.9567 -0.3 -0.5 1.0
C 9.0964 6.8277 4.9657 0.0 0.0 -0.1
C 8.7677 6.1870 6.1603 0.0 0.5 0.1
C 8.6188 6.9337 7.3316 0.0 0.0 -0.1
C 8.8036 8.3170 7.3113 0.0 -0.3 -0.3
C 9.1433 8.9557 6.1190 0.0 0.0 -0.1
H 9.2081 6.2652 4.0444 0.0 0.1 0.1
H 8.6269 5.1091 6.1794 0.0 0.2 -0.1
H 8.3580 6.4342 8.2622 0.0 0.1 -0.2
H 8.6832 8.8966 8.2234 0.0 -0.1 -0.2
H 9.2995 10.0289 6.0871 0.0 -0.1 -0.1
F -2.5212 -8.3318 -4.0214 0.1 -0.2 -0.3
C -1.4892 -8.8521 -3.3439 1.0 -0.5 0.6
C -1.1557 -8.3307 -2.0987 -0.1 0.1 0.0
C -0.0845 -8.8755 -1.3906 0.0 -0.3 -0.4
C 0.6488 -9.9295 -1.9412 -0.1 0.0 0.0
C 0.3094 -10.4425 -3.1940 -0.2 0.3 0.3
C -0.7687 -9.9050 -3.8967 -0.1 0.0 0.0
H -1.7314 -7.5064 -1.6906 0.0 -0.1 -0.1
H 0.1795 -8.4802 -0.4129 -0.1 0.0 -0.2
H 1.4870 -10.3512 -1.3906 -0.2 0.1 -0.1
H 0.8841 -11.2602 -3.6223 -0.1 0.1 0.1
H -1.0519 -10.2975 -4.8677 0.0 0.1 0.1
F -5.6080 -7.0427 0.9823 0.2 0.0 0.0
C -6.9039 -7.0458 1.3217 -1.0 0.0 0.2
C -7.6985 -5.9514 0.9981 0.0 0.0 0.0
C -9.0491 -5.9564 1.3467 0.2 -0.4 0.2
C -9.5880 -7.0522 2.0253 0.0 0.0 0.0
C -8.7811 -8.1437 2.3501 0.0 0.4 -0.3
C -7.4334 -8.1432 1.9915 0.1 0.0 -0.1
H -7.2606 -5.1057 0.4782 0.0 -0.1 0.0
H -9.6805 -5.1090 1.0914 0.2 -0.1 0.0
H -10.6404 -7.0537 2.3009 0.2 0.0 0.0
H -9.2018 -8.9936 2.8820 0.1 0.1 -0.1
H -6.7939 -8.9871 2.2282 0.0 0.1 0.0
F -7.5250 -8.5204 7.0950 -0.1 -0.3 0.1
C -7.0022 -7.3861 6.6104 0.5 1.0 -0.4
C -6.5428 -6.4133 7.4915 0.0 -0.1 0.0
C -5.9937 -5.2344 6.9874 -0.1 -0.2 -0.4
C -5.9201 -5.0366 5.6064 0.0 0.0 0.1
C -6.3884 -6.0169 4.7302 0.0 0.0 0.4
C -6.9272 -7.2003 5.2345 0.0 -0.1 0.1
H -6.6159 -6.5809 8.5611 0.0 0.0 -0.1
H -5.6247 -4.4710 7.6678 -0.1 -0.2 -0.1
H -5.4958 -4.1150 5.2137 -0.1 -0.2 0.1
H -6.3338 -5.8589 3.6558 0.0 -0.1 0.2
H -7.2877 -7.9765 4.5677 0.0 0.1 0.2
```
Forces are in eV/Å.

These are the Löwdin partial charges, in e, on atoms 1 to 99:
1. C -0.16
2. C -0.28
3. C -0.32
4. C -0.36
5. Ga 0.26
6. C -0.33
7. C -0.25
8. F -0.19
9. H 0.08
10. H 0.04
11. H 0.04
12. H 0.09
13. H 0.11
14. H 0.08
15. H 0.09
16. H 0.04
17. H 0.03
18. H -0.12
19. H -0.12
20. H 0.06
21. H 0.05
22. H 0.08
23. H 0.12
24. F 0.06
25. C -0.28
26. C -0.02
27. C -0.08
28. C -0.11
29. C -0.07
30. C -0.01
31. H 0.10
32. H 0.09
33. H 0.09
34. H 0.11
35. H 0.11
36. F 0.06
37. C -0.28
38. C -0.01
39. C -0.08
40. C -0.10
41. C -0.09
42. C -0.01
43. H 0.11
44. H 0.08
45. H 0.10
46. H 0.10
47. H 0.12
48. F 0.04
49. C -0.28
50. C -0.02
51. C -0.08
52. C -0.09
53. C -0.07
54. C -0.01
55. H 0.11
56. H 0.10
57. H 0.08
58. H 0.11
59. H 0.11
60. F 0.05
61. C -0.29
62. C -0.02
63. C -0.08
64. C -0.10
65. C -0.09
66. C -0.02
67. H 0.12
68. H 0.11
69. H 0.10
70. H 0.10
71. H 0.11
72. F 0.05
73. C -0.28
74. C -0.01
75. C -0.08
76. C -0.10
77. C -0.09
78. C -0.02
79. H 0.12
80. H 0.11
81. H 0.10
82. H 0.10
83. H 0.11
84. F 0.06
85. C -0.30
86. C -0.01
87. C -0.07
88. C -0.09
89. C -0.09
90. C -0.04
91. H 0.11
92. H 0.11
93. H 0.10
94. H 0.11
95. H 0.12
96. F 0.06
97. C -0.29
98. C -0.02
99. C -0.08

---

Molecular formula: CF2Sc
Method: DFT, ωB97M-V/def2-TZVPD

Kohn-Sham gap (alpha / beta)	6.06 / 7.47	eV
multiplicity	2
energy	-998.35253	Eh
M	94.963	g/mol

The geometry in XYZ format:
```
4
Properties=species:S:1:pos:R:3:forces:R:3
C -0.2954 -0.6456 -0.6388 -2.1 0.2 -0.9
F 0.7138 1.4274 -0.4285 -0.9 -1.3 2.4
Sc 0.0909 0.3761 1.3513 0.7 1.0 -3.2
F -1.3986 -0.5585 -1.4569 2.3 0.0 1.7
```
Forces are in eV/Å.

Here is what natural (NBO) gives for the atomic charges, in e:
1. C 0.06
2. F -0.76
3. Sc 1.07
4. F -0.37

---

> Which formula does entry 2 have?

CF2Sc

---

> Among the records above, which one has the lowest energy?

C48H50F8Ga

---

> Which of these has the lowest energy?

C48H50F8Ga